No. 1
The following is a DFT calculation (ωB97M-V/def2-TZVPD) of a cluster of 4 separate species, C24H45I2N2O7P2 in total at a distorted geometry.

As for the highest occupied orbital energy: -4.9 eV. The value obtained for the frontier orbital gap is 6.9 eV. The electronic energy is -77703.1891 eV. The net charge is -1.

Geometry (Å):
C  5.05  -1.55  0.90
C  4.29  -0.84  0.25
C  3.33  0.21  -0.46
C  2.14  -0.55  -1.20
C  0.67  -0.23  -0.74
P  0.03  1.56  -0.87
C  -0.43  3.46  -0.82
C  0.58  4.22  0.16
C  0.18  5.04  1.20
O  -1.55  1.10  -1.51
C  -2.01  1.87  -2.52
N  -2.37  2.56  -3.38
P  0.91  1.82  -2.91
N  0.61  0.58  -3.91
C  -0.70  1.45  0.94
I  0.90  1.36  2.48
C  -1.83  0.33  1.12
C  -1.78  -0.31  2.61
I  -3.81  1.31  1.06
H  5.78  -1.93  1.67
H  3.97  0.77  -1.20
H  3.02  0.92  0.35
H  2.30  -1.65  -0.94
H  2.35  -0.51  -2.31
H  -0.04  -0.87  -1.37
H  0.57  -0.70  0.30
H  1.27  1.98  -0.24
H  -1.49  3.67  -0.52
H  -0.28  3.99  -1.81
H  1.70  4.08  0.04
H  -0.78  5.64  1.17
H  0.89  5.14  2.08
H  0.44  2.96  -3.63
H  2.33  1.93  -2.75
H  0.00  -0.09  -3.42
H  -1.22  2.41  1.26
H  -1.78  -0.55  0.43
H  -2.74  -0.93  2.68
H  -1.85  0.46  3.42
H  -0.94  -1.05  2.72
O  6.26  -2.86  5.10
C  5.08  -3.03  5.23
O  4.33  -3.40  4.17
C  2.96  -3.80  4.25
C  2.03  -2.60  4.22
C  4.39  -2.74  6.54
H  2.79  -4.44  5.12
H  2.77  -4.42  3.37
H  2.20  -1.94  5.07
H  0.99  -2.92  4.22
H  2.22  -2.01  3.32
H  4.19  -1.67  6.61
H  5.06  -3.03  7.35
H  3.47  -3.30  6.69
O  3.38  -2.19  -3.05
C  2.86  -3.27  -3.16
O  2.99  -4.19  -2.19
C  2.27  -5.43  -2.15
C  2.95  -6.49  -2.97
C  2.12  -3.63  -4.43
H  1.22  -5.28  -2.43
H  2.26  -5.73  -1.10
H  3.00  -6.22  -4.03
H  2.42  -7.45  -2.89
H  3.98  -6.63  -2.64
H  2.84  -3.97  -5.18
H  1.61  -2.74  -4.79
H  1.36  -4.40  -4.29
O  -9.38  4.13  0.64
C  -8.56  4.33  -0.23
O  -8.01  3.30  -0.88
C  -7.17  3.43  -2.04
C  -5.73  3.67  -1.64
C  -8.07  5.72  -0.52
H  -7.56  4.19  -2.72
H  -7.24  2.48  -2.57
H  -5.62  4.61  -1.09
H  -5.09  3.72  -2.52
H  -5.37  2.87  -0.99
H  -7.29  5.99  0.20
H  -8.91  6.41  -0.41
H  -7.69  5.86  -1.53



No. 2
The following is a DFT calculation (ωB97M-V/def2-TZVPD) of a structure of composition C16H21BrN4O9P2SeTc.

As for the multiplicity: 4. As for the highest occupied orbital energy (alpha / beta): -14.8 / -14.9 eV. The value obtained for the frontier orbital gap (alpha / beta) is 7.9 / 7.3 eV. The electronic energy is -197478.9832 eV. The net charge is +2.

Geometry (Å):
Tc  -0.24  0.16  0.71
C  2.61  2.73  2.24
C  2.38  2.91  0.75
O  3.18  4.00  0.33
P  2.82  1.42  -0.20
O  2.86  1.86  -1.71
O  4.25  0.91  0.15
O  1.83  0.32  0.08
P  0.62  3.19  0.30
O  0.13  4.51  0.98
O  0.55  3.14  -1.19
O  -0.18  2.10  1.08
H  3.68  2.63  2.43
H  2.10  1.84  2.62
H  2.24  3.60  2.77
H  3.08  4.16  -0.62
H  2.01  2.35  -1.90
H  5.00  1.44  -0.15
H  0.37  5.33  0.53
N  0.06  -0.76  4.71
C  -0.32  -0.63  3.46
O  0.50  -0.16  2.60
C  -1.67  -1.04  2.97
C  -1.99  -0.21  1.73
H  0.99  -0.49  4.99
H  -0.58  -1.11  5.41
H  -2.42  -0.94  3.76
H  -1.60  -2.11  2.74
H  -2.35  0.78  2.01
H  -2.73  -0.68  1.10
O  -1.48  1.24  -5.26
C  -1.27  0.94  -3.99
C  -0.28  0.06  -3.54
C  -0.17  -0.16  -2.20
N  -0.96  0.44  -1.26
C  -1.90  1.29  -1.71
Br  -3.04  2.12  -0.49
C  -2.10  1.56  -3.05
H  -0.88  0.78  -5.85
H  0.38  -0.45  -4.22
H  0.60  -0.82  -1.82
H  -2.87  2.24  -3.37
Se  1.65  -2.61  0.93
N  0.06  -1.90  0.40
C  -0.66  -2.87  -0.18
C  -1.95  -2.74  -0.76
C  -2.52  -3.85  -1.30
C  -1.87  -5.13  -1.32
C  -0.64  -5.29  -0.78
C  0.00  -4.15  -0.20
N  1.20  -4.20  0.35
H  -2.46  -1.79  -0.77
H  -3.51  -3.77  -1.74
H  -2.39  -5.96  -1.77
H  -0.13  -6.24  -0.78



No. 3
The following is a DFT calculation (ωB97M-V/def2-TZVPD) of a structure of composition C3H4KMgO3 at a distorted geometry.

As for the highest occupied orbital energy (alpha / beta): -14.0 / -10.8 eV. The value obtained for the frontier orbital gap (alpha / beta) is 9.4 / 3.9 eV. The electronic energy is -31079.0704 eV. The net charge is +1.

Geometry (Å):
O  -1.09  -0.82  -0.13
C  -1.58  -0.08  0.97
C  -0.48  0.39  1.94
C  0.59  1.47  1.36
O  1.21  1.07  0.33
O  -0.04  2.53  1.56
Mg  -2.15  -1.84  -1.25
K  1.20  -0.81  -0.73
H  -2.28  -0.69  1.56
H  -2.15  0.79  0.61
H  -0.61  0.77  2.96
H  -0.12  -0.56  2.36



No. 4
The following is a DFT calculation (ωB97M-V/def2-TZVPD) of a cluster of 4 separate species, C2H10N2O4 in total at a distorted geometry.

As for the highest occupied orbital energy: -9.5 eV. The value obtained for the frontier orbital gap is 9.3 eV. The electronic energy is -13399.6180 eV. As for the SMILES: [H]/N=C/C.N=O.OO.O.

Geometry (Å):
H  2.50  0.15  0.23
N  1.61  0.16  0.72
C  1.01  -0.96  0.83
C  -0.24  -1.08  1.62
H  1.46  -1.90  0.51
H  -1.03  -1.43  0.97
H  -0.53  -0.12  2.04
H  -0.11  -1.80  2.42
N  -0.63  1.52  -1.78
O  0.25  2.28  -1.37
H  -1.53  2.01  -1.96
O  -0.17  -1.10  -1.60
O  -1.48  -1.59  -1.33
H  -0.33  -0.07  -1.70
H  -1.58  -2.31  -1.98
O  0.40  2.44  0.68
H  0.93  1.51  0.74
H  -0.51  2.31  0.96



No. 5
The following is a DFT calculation (ωB97M-V/def2-TZVPD) of an isolated molecule of C21H27NO5.

As for the highest occupied orbital energy: -7.7 eV. The value obtained for the frontier orbital gap is 8.2 eV. The electronic energy is -33942.9974 eV. As for the SMILES: CCCOc1ccccc1C1C(C(=O)OC)=CN(C(C)C)C=C1C(=O)OC.

Geometry (Å):
C  0.52  3.19  1.48
C  0.10  3.12  0.02
C  -1.24  2.40  -0.19
O  -1.14  1.00  0.01
C  -1.20  0.47  1.26
C  -1.92  1.03  2.31
C  -1.98  0.41  3.55
C  -1.32  -0.79  3.75
C  -0.61  -1.36  2.71
C  -0.55  -0.75  1.46
C  0.23  -1.40  0.33
C  1.30  -0.48  -0.20
C  2.35  0.01  0.68
O  3.21  0.81  0.36
O  2.28  -0.52  1.92
C  3.25  -0.08  2.84
C  1.31  -0.04  -1.48
N  0.38  -0.39  -2.41
C  0.48  0.08  -3.78
C  1.73  -0.48  -4.45
C  0.45  1.61  -3.84
C  -0.60  -1.26  -2.03
C  -0.70  -1.78  -0.80
C  -1.79  -2.73  -0.56
O  -2.64  -3.03  -1.37
O  -1.75  -3.27  0.68
C  -2.78  -4.18  0.99
H  1.47  3.72  1.56
H  -0.22  3.71  2.08
H  0.66  2.19  1.89
H  0.87  2.60  -0.55
H  0.00  4.13  -0.38
H  -2.01  2.85  0.43
H  -1.55  2.50  -1.24
H  -2.45  1.96  2.18
H  -2.54  0.86  4.35
H  -1.36  -1.28  4.71
H  -0.10  -2.30  2.85
H  0.70  -2.31  0.75
H  3.22  1.01  2.93
H  3.01  -0.55  3.79
H  4.25  -0.37  2.51
H  2.10  0.63  -1.79
H  -0.40  -0.30  -4.31
H  1.76  -0.19  -5.50
H  2.63  -0.11  -3.97
H  1.74  -1.57  -4.39
H  -0.42  1.99  -3.31
H  0.40  1.94  -4.88
H  1.34  2.04  -3.39
H  -1.31  -1.55  -2.79
H  -2.61  -4.50  2.02
H  -3.76  -3.70  0.90
H  -2.75  -5.04  0.31



No. 6
The following is a DFT calculation (ωB97M-V/def2-TZVPD) of a cluster of 10 separate species, C28H46N10 in total at a distorted geometry.

As for the highest occupied orbital energy: -11.1 eV. The value obtained for the frontier orbital gap is 11.6 eV. The electronic energy is -44680.0918 eV. As for the SMILES: CCCC#N.CCCC#N.CCCC#N.CCCC#N.CC#N.CC#N.CC#N.CC#N.CC#N.CC#N.

Geometry (Å):
C  2.82  3.89  -3.73
C  1.80  4.57  -4.69
C  0.39  4.66  -4.07
C  -0.25  3.40  -3.75
N  -0.89  2.48  -3.43
H  3.81  4.02  -4.15
H  2.55  2.85  -3.70
H  2.85  4.24  -2.68
H  1.81  4.08  -5.72
H  2.14  5.58  -4.89
H  -0.27  5.27  -4.64
H  0.47  5.18  -3.13
C  -4.43  -2.80  3.35
C  -5.19  -1.70  2.69
C  -4.38  -0.42  2.38
C  -3.78  0.11  3.66
N  -3.11  0.55  4.50
H  -4.14  -2.51  4.41
H  -3.49  -3.06  2.88
H  -5.02  -3.69  3.49
H  -6.10  -1.36  3.24
H  -5.63  -2.17  1.77
H  -5.03  0.30  1.88
H  -3.55  -0.68  1.74
C  -0.99  3.48  0.96
C  -0.78  3.49  2.46
C  0.65  3.39  2.95
C  1.61  4.34  2.32
N  2.43  4.89  1.73
H  -0.71  4.41  0.47
H  -2.08  3.46  0.73
H  -0.57  2.62  0.43
H  -1.36  2.62  2.80
H  -1.20  4.38  2.89
H  1.08  2.38  2.72
H  0.65  3.49  4.07
C  -0.03  -0.64  1.46
C  -1.15  -0.61  0.33
C  -0.63  -0.87  -1.12
C  0.40  0.09  -1.39
N  1.21  0.88  -1.64
H  0.80  0.01  1.21
H  0.39  -1.66  1.63
H  -0.51  -0.36  2.43
H  -1.58  0.40  0.27
H  -2.00  -1.29  0.57
H  -1.35  -0.85  -1.89
H  -0.09  -1.89  -1.20
C  -0.52  -2.10  4.79
C  -0.44  -3.23  3.84
N  -0.20  -4.03  3.05
H  -1.52  -2.16  5.27
H  -0.38  -1.10  4.34
H  0.21  -2.27  5.55
C  -0.06  -0.09  -5.23
C  0.99  0.80  -5.59
N  1.80  1.55  -5.81
H  0.29  -0.94  -4.70
H  -0.63  -0.35  -6.09
H  -0.66  0.51  -4.56
C  3.15  -3.12  2.23
C  2.27  -3.48  1.13
N  1.62  -4.00  0.33
H  4.13  -2.77  1.88
H  3.36  -3.93  2.91
H  2.74  -2.26  2.81
C  -1.47  -4.52  -0.95
C  -2.51  -3.79  -0.31
N  -3.32  -3.17  0.24
H  -0.54  -4.36  -0.37
H  -1.33  -4.17  -1.93
H  -1.71  -5.60  -0.98
C  3.22  -2.81  -2.53
C  1.92  -3.11  -3.02
N  0.82  -3.29  -3.28
H  3.95  -3.48  -2.94
H  3.21  -2.94  -1.46
H  3.46  -1.79  -2.76
C  3.36  1.64  0.15
C  3.62  0.29  0.39
N  3.86  -0.81  0.64
H  2.44  1.81  0.73
H  3.16  1.80  -0.90
H  4.15  2.32  0.51



No. 7
The following is a DFT calculation (ωB97M-V/def2-TZVPD) of a cluster of 3 separate species, C28H39NO7S3 in total at a distorted geometry.

As for the highest occupied orbital energy: -7.8 eV. The value obtained for the frontier orbital gap is 7.7 eV. The electronic energy is -77985.0202 eV. As for the SMILES: O=S1(=O)C[C@H](CCCSC(=S)N(c2ccccc2)c2ccccc2)CCO1.CCOC(C)=O.CCOC(C)=O.

Geometry (Å):
O  3.43  1.79  -2.29
S  4.58  1.29  -1.44
O  5.78  2.13  -1.86
C  5.00  -0.48  -1.82
C  4.89  -1.50  -0.58
C  3.63  -2.49  -0.61
C  3.31  -3.16  -2.03
C  1.85  -2.69  -2.61
S  1.56  -0.87  -2.44
C  -0.21  -0.44  -2.75
S  -0.52  0.60  -4.06
N  -1.37  -0.88  -1.96
C  -2.06  0.23  -1.26
C  -1.50  1.08  -0.10
C  -2.37  2.20  0.57
C  -3.83  2.50  0.09
C  -4.37  1.66  -1.09
C  -3.52  0.55  -1.76
C  -1.07  -2.02  -1.07
C  -0.20  -1.99  0.21
C  -0.01  -3.29  1.08
C  -0.69  -4.65  0.69
C  -1.55  -4.69  -0.61
C  -1.73  -3.40  -1.45
C  4.82  -0.74  0.87
C  5.41  0.75  0.84
O  4.37  1.59  0.20
H  6.11  -0.48  -2.14
H  4.41  -0.76  -2.75
H  5.84  -2.15  -0.57
H  2.72  -1.98  -0.12
H  3.89  -3.37  0.10
H  4.08  -2.90  -2.85
H  3.30  -4.30  -1.98
H  1.06  -3.34  -2.08
H  1.79  -3.01  -3.72
H  -0.45  0.92  0.29
H  -1.97  2.81  1.44
H  -4.49  3.28  0.59
H  -5.43  1.82  -1.47
H  -3.97  -0.07  -2.62
H  0.31  -1.03  0.55
H  0.59  -3.31  2.05
H  -0.60  -5.60  1.31
H  -2.09  -5.63  -0.96
H  -2.38  -3.46  -2.39
H  5.33  -1.44  1.64
H  3.73  -0.65  1.23
H  6.41  0.80  0.29
H  5.48  1.15  1.92
C  5.63  2.82  6.87
C  4.44  2.27  6.11
O  4.86  1.45  5.01
C  5.17  0.15  5.11
C  5.36  -0.46  6.47
O  5.36  -0.50  4.10
H  6.23  2.02  7.31
H  5.29  3.48  7.67
H  6.28  3.37  6.20
H  3.74  1.73  6.75
H  3.87  3.10  5.68
H  6.42  -0.42  6.73
H  5.04  -1.50  6.43
H  4.78  0.02  7.25
C  -9.83  0.83  -4.19
C  -10.07  1.51  -2.86
O  -8.83  1.92  -2.26
C  -8.21  3.09  -2.54
C  -8.66  3.89  -3.73
O  -7.26  3.44  -1.88
H  -9.38  1.51  -4.91
H  -10.77  0.46  -4.61
H  -9.15  -0.02  -4.07
H  -10.77  2.34  -2.93
H  -10.51  0.79  -2.16
H  -8.05  3.63  -4.59
H  -8.53  4.95  -3.50
H  -9.72  3.77  -3.97



No. 8
The following is a DFT calculation (ωB97M-V/def2-TZVPD) of a structure of composition C30H40MnN7O2Sb.

As for the multiplicity: 6. As for the highest occupied orbital energy (alpha / beta): -13.5 / -13.6 eV. The value obtained for the frontier orbital gap (alpha / beta) is 9.0 / 8.9 eV. The electronic energy is -84133.1658 eV. The net charge is +2.

Geometry (Å):
Mn  -0.87  0.42  -0.04
C  1.03  3.48  0.71
C  0.52  3.47  -0.70
C  1.09  4.29  -1.67
C  0.53  4.34  -2.94
C  -0.62  3.62  -3.20
C  -1.14  2.82  -2.19
N  -0.55  2.71  -0.99
Sb  -3.18  2.11  -2.28
C  -3.42  2.32  -0.13
C  -4.49  3.09  0.31
C  -4.68  3.26  1.67
C  -3.81  2.66  2.55
C  -2.76  1.89  2.06
C  -1.78  1.25  3.00
N  -2.58  1.73  0.74
C  -2.93  -0.04  -2.17
C  -3.23  -0.83  -3.27
C  -3.49  -2.18  -3.07
C  -3.51  -2.68  -1.77
C  -3.17  -1.84  -0.72
C  -3.28  -2.29  0.71
N  -2.83  -0.56  -0.93
H  2.12  3.44  0.75
H  0.63  2.64  1.27
H  0.71  4.40  1.21
H  1.95  4.91  -1.42
H  0.97  4.98  -3.70
H  -1.13  3.70  -4.15
H  -5.16  3.55  -0.41
H  -5.50  3.86  2.04
H  -3.93  2.78  3.62
H  -2.26  0.94  3.93
H  -0.98  1.95  3.27
H  -1.32  0.36  2.57
H  -3.31  -0.40  -4.26
H  -3.73  -2.82  -3.90
H  -3.80  -3.70  -1.58
H  -3.39  -3.37  0.78
H  -4.17  -1.84  1.16
H  -2.42  -1.98  1.30
O  -0.25  -1.68  -0.98
C  0.16  -2.05  0.13
O  -0.07  -1.45  1.23
C  1.06  -3.29  0.20
N  1.22  -3.64  1.67
C  0.57  -4.98  1.92
C  -0.35  -5.17  0.72
C  0.43  -4.53  -0.44
H  2.03  -3.03  -0.22
H  0.75  -2.86  2.14
H  2.19  -3.64  1.97
H  0.07  -4.96  2.88
H  1.35  -5.73  1.94
H  -1.30  -4.66  0.87
H  -0.56  -6.23  0.55
H  -0.20  -4.23  -1.27
H  1.20  -5.21  -0.82
C  4.65  0.34  1.98
C  3.34  0.86  2.52
N  2.27  0.46  1.61
C  2.39  0.52  0.24
N  1.30  0.53  -0.49
C  1.47  0.49  -1.95
C  2.70  -0.28  -2.35
C  3.89  0.38  -1.70
N  3.65  0.53  -0.26
C  4.82  0.85  0.57
H  4.64  -0.75  1.98
H  5.49  0.67  2.60
H  3.39  1.95  2.63
H  3.13  0.45  3.51
H  1.33  0.51  1.95
H  1.55  1.51  -2.35
H  0.58  0.05  -2.40
H  2.83  -0.30  -3.44
H  2.61  -1.32  -2.00
H  4.07  1.36  -2.16
H  4.79  -0.21  -1.83
H  4.98  1.94  0.58
H  5.69  0.41  0.10